#w
Molecular formula: C24H68O16
Method: DFT, wB97M-V/def2-TZVPD

E_LUMO = 0.3 eV
SMILES = CC(C)O.CC(C)O.CC(C)O.CC(C)O.OCCO.OCCO.OCCO.OCCO.OCCO.OCCO

XYZ file:
```
108
Properties=species:S:1:pos:R:3:mulliken_charge:R:1
C -4.1575 -1.4665 -1.9447 -1.176
C -3.7899 -1.6590 -0.4999 0.651
C -3.4168 -3.1377 -0.3220 -1.231
O -2.8171 -0.7473 0.0119 -0.439
H -4.7403 -2.3641 -2.3018 0.371
H -3.2456 -1.5222 -2.5198 0.138
H -4.8114 -0.6423 -2.2699 0.258
H -4.6118 -1.4835 0.1709 0.373
H -2.6822 -3.3464 -1.1073 0.064
H -4.3179 -3.7231 -0.5190 0.509
H -3.0891 -3.4107 0.6961 0.324
H -1.9527 -1.1214 -0.3375 0.296
C -2.5978 -2.2703 4.5705 -1.545
C -1.2797 -1.8084 3.9816 0.535
C -0.8904 -2.4937 2.6755 -0.172
O -1.2376 -0.3639 3.9210 -0.612
H -3.4420 -2.1862 3.8943 0.321
H -2.7299 -1.7255 5.5113 0.391
H -2.6189 -3.3286 4.9071 0.391
H -0.4877 -2.0055 4.7025 0.272
H -1.6948 -2.4030 1.9544 -0.326
H -0.7092 -3.5584 2.9116 0.520
H 0.0452 -2.0714 2.3093 -0.174
H -1.8230 -0.0327 3.2008 0.270
C 0.3741 4.9539 1.5889 -1.572
C -0.9267 4.2468 1.1873 0.816
C -0.6029 2.7891 1.3670 -0.069
O -2.0651 4.6422 1.9588 -0.589
H 0.3480 6.0749 1.5537 0.412
H 1.1838 4.5515 0.9969 0.349
H 0.5797 4.6321 2.6431 0.371
H -1.1686 4.4578 0.1333 0.023
H 0.2611 2.6248 0.6751 -0.356
H -1.3618 2.0587 1.1194 -0.082
H -0.2519 2.5737 2.3894 0.230
H -2.1450 5.5864 1.9048 0.358
C 1.3784 0.4219 -0.4365 -0.927
C 0.0564 0.0683 -1.1653 3.455
C 0.1270 0.3630 -2.6126 -1.485
O -0.2964 -1.3154 -1.0229 -0.314
H 2.1942 -0.2253 -0.8088 0.295
H 1.2989 0.2434 0.6452 -0.022
H 1.6700 1.4689 -0.6277 -0.155
H -0.7597 0.6644 -0.7120 -1.405
H 0.2443 1.4001 -2.8311 -0.040
H -0.8104 0.0472 -3.0946 0.329
H 0.9011 -0.2429 -3.0368 0.388
H 0.4521 -1.7341 -1.4339 -0.118
C 3.0128 -3.0144 -1.7543 -0.215
C 3.6246 -4.3558 -1.8567 -0.564
O 3.4645 -4.9909 -0.5650 -0.528
O 1.6206 -3.1170 -1.7882 -0.452
H 3.2640 -2.5234 -2.6845 0.372
H 3.3233 -2.4062 -0.8952 0.023
H 4.7086 -4.3102 -2.0343 0.430
H 3.0905 -4.9286 -2.6470 0.233
H 3.8937 -5.8174 -0.4309 0.280
H 1.3840 -3.7697 -1.1046 0.245
C 4.4828 -0.5478 1.6422 -0.442
C 3.7014 -1.7717 2.0755 0.234
O 3.2511 -1.7037 3.3991 -0.601
O 4.7038 -0.5699 0.2250 -0.545
H 5.4332 -0.5581 2.1518 0.393
H 4.0601 0.3999 1.9222 0.059
H 4.3885 -2.6447 1.9407 0.369
H 2.9123 -1.9739 1.3293 -0.101
H 2.5738 -1.0027 3.4432 0.187
H 5.4204 -1.1590 -0.0044 0.328
C -0.9439 -3.8278 -3.5158 0.071
C -0.1783 -4.2177 -4.7358 -0.423
O -0.6765 -3.4138 -5.8295 -0.558
O -2.3459 -3.9294 -3.8081 -0.577
H -0.7443 -2.8075 -3.1887 -0.026
H -0.6809 -4.5142 -2.7296 0.289
H -0.3239 -5.2882 -4.9209 0.312
H 0.9055 -4.0762 -4.6528 0.224
H -1.6063 -3.2766 -5.6434 0.384
H -2.6455 -4.7994 -4.1433 0.309
C 1.6777 1.6072 4.1968 0.062
C 3.1494 1.5988 4.6488 -0.478
O 3.3097 0.7284 5.7201 -0.607
O 1.3341 0.3036 3.6687 -0.087
H 1.6021 2.3744 3.3896 -0.052
H 1.0138 1.8098 5.0774 0.352
H 3.4937 2.5943 4.9990 0.438
H 3.8290 1.3879 3.8535 0.069
H 3.0244 -0.1482 5.4247 0.333
H 0.4028 0.1086 3.8879 0.231
C -3.0126 2.3817 -1.9087 0.273
C -4.0780 3.0651 -0.9725 -0.549
O -4.5496 4.2141 -1.8004 -0.552
O -2.0049 3.3276 -2.2363 -0.351
H -3.5817 2.0049 -2.8200 0.233
H -2.5835 1.5255 -1.3969 -0.291
H -3.6128 3.4379 -0.0564 0.239
H -4.8503 2.3726 -0.7584 0.492
H -5.4138 4.3592 -1.4448 0.296
H -2.4245 4.0369 -2.7119 0.306
C 0.6728 5.4161 -2.1117 -0.294
C 0.9965 3.9509 -2.1712 0.605
O 2.4021 3.8475 -1.8563 -0.685
O 1.6125 6.1471 -2.9116 -0.614
H 0.7793 5.7834 -1.0591 0.129
H -0.3769 5.6208 -2.3651 0.227
H 0.7964 3.5112 -3.1545 0.473
H 0.4993 3.3588 -1.4248 -0.437
H 2.8096 3.0661 -2.1847 0.275
H 2.4276 5.6436 -2.6950 0.356
```

---

#x
Molecular formula: C24H68O16
Method: DFT, wB97M-V/def2-TZVPD

E_LUMO = 0.4 eV
SMILES = CC(C)O.CC(C)O.CC(C)O.CC(C)O.OCCO.OCCO.OCCO.OCCO.OCCO.OCCO

XYZ file:
```
108
Properties=species:S:1:pos:R:3:mulliken_charge:R:1
C -4.2683 0.5644 5.7380 -1.441
C -3.0499 1.3756 6.0954 0.608
C -2.3668 2.0019 4.8249 -1.076
O -3.5258 2.3728 6.9652 -0.592
H -4.8165 0.0084 6.4986 0.404
H -4.0318 -0.1372 4.9381 0.305
H -5.0001 1.3026 5.4097 0.394
H -2.3136 0.8256 6.6814 0.086
H -1.5673 2.6987 5.0769 0.260
H -2.9045 2.5485 4.0502 0.474
H -1.6518 1.3718 4.2957 0.210
H -4.1571 2.0361 7.6054 0.322
C 4.3400 -4.0493 -1.0470 -1.684
C 3.5451 -2.7524 -1.0763 1.903
C 2.8880 -2.2548 0.1968 -0.771
O 4.5211 -1.7538 -1.5427 -0.621
H 3.7252 -4.8461 -0.6282 0.380
H 5.2924 -4.0418 -0.5169 0.351
H 4.5239 -4.4273 -2.0527 0.395
H 2.6797 -2.8424 -1.7330 -0.807
H 2.3373 -3.0178 0.7470 0.431
H 2.3849 -1.3042 0.0199 -0.445
H 3.7000 -2.0874 0.9044 0.475
H 4.0271 -1.0674 -1.9970 0.287
C 0.6547 -1.3592 -3.9148 0.052
C 1.3061 -2.0332 -5.1226 0.171
C 2.7316 -2.4387 -5.0109 -0.961
O 0.4682 -3.0301 -5.6682 -0.581
H 0.8063 -2.1029 -3.1325 -0.222
H -0.4270 -1.2747 -4.0193 -0.316
H 0.9607 -0.3846 -3.5344 0.410
H 1.2686 -1.2819 -5.9114 0.386
H 2.9826 -3.0984 -5.8415 0.362
H 2.7719 -2.9816 -4.0666 -0.130
H 3.2778 -1.4955 -5.0234 0.408
H 0.4827 -3.6632 -4.9467 0.421
C -0.8952 -1.5754 -0.6889 -0.972
C -0.8139 -0.2896 0.0805 1.112
C -0.1407 -0.5687 1.4788 -0.857
O 0.0765 0.3824 -0.7065 -0.170
H -1.1320 -1.4884 -1.7493 0.269
H -1.7982 -1.9429 -0.2013 0.559
H 0.0158 -2.1674 -0.6017 -0.233
H -1.8005 0.1662 0.1644 -0.369
H -0.6958 -1.3176 2.0437 0.445
H -0.1461 0.3216 2.1076 -0.057
H 0.9126 -0.8436 1.4241 -0.006
H -0.3071 0.6866 -1.5323 0.210
C 5.0067 1.5628 -0.6972 -0.529
C 3.5153 1.5030 -0.6333 0.063
O 2.8100 0.9348 -1.7276 -0.545
O 5.5493 2.5817 -1.4685 -0.566
H 5.3589 0.6549 -1.1869 0.187
H 5.4154 1.6767 0.3068 0.271
H 3.1770 2.5321 -0.5120 0.457
H 3.1717 0.9992 0.2702 0.160
H 1.9074 0.7319 -1.4711 0.300
H 6.4938 2.4737 -1.6024 0.332
C 1.3187 0.8558 5.8164 -0.771
C 1.8020 1.9509 6.6696 -0.358
O 2.9386 2.5579 6.0510 -0.539
O 0.7564 1.1693 4.5627 -0.275
H 0.5188 0.2429 6.2316 0.408
H 2.1493 0.1525 5.7573 0.340
H 2.0798 1.6073 7.6660 0.419
H 1.0203 2.7105 6.6627 0.266
H 3.1424 3.2774 6.6530 0.316
H 1.4217 1.6720 4.0870 0.141
C -2.5098 0.7873 -4.8657 -0.520
C -3.1777 -0.5774 -5.2993 -0.289
O -4.6111 -0.5410 -5.1484 -0.574
O -2.0638 0.8697 -3.5418 -0.237
H -3.1103 1.6224 -5.2264 0.505
H -1.5414 0.8805 -5.3571 0.296
H -2.7588 -1.4340 -4.7714 0.178
H -3.0423 -0.6685 -6.3770 0.347
H -5.0107 -0.0450 -5.8667 0.315
H -2.7706 1.3014 -3.0564 0.265
C -3.4058 3.9835 -0.0182 -0.439
C -3.7567 2.4766 -0.2085 -0.010
O -3.4130 2.1041 -1.5790 -0.627
O -4.3009 4.8312 -0.6470 -0.568
H -2.4633 4.3777 -0.3982 0.311
H -3.5786 4.2441 1.0260 0.323
H -4.8108 2.3975 0.0576 0.250
H -3.1299 1.8087 0.3823 -0.027
H -3.7113 2.8265 -2.1365 0.277
H -3.9576 5.7256 -0.5853 0.360
C 0.9462 4.4011 2.8137 0.065
C -0.5344 4.3724 2.4212 -0.480
O -0.8215 3.1103 1.8381 -0.085
O 1.6732 4.1781 1.6080 -0.554
H 1.3114 3.6348 3.4975 -0.394
H 1.1940 5.3584 3.2724 0.385
H -0.6137 5.0905 1.6050 0.276
H -1.2510 4.5840 3.2148 0.443
H 0.0066 3.0137 1.3622 0.115
H 2.3026 3.4619 1.7202 0.284
C -0.5468 -5.2510 -2.3519 0.184
C -1.8637 -6.0278 -2.4887 -0.587
O -1.5585 -7.3671 -2.5579 -0.490
O -0.0498 -4.9964 -3.6874 -0.543
H 0.2793 -5.7063 -1.8057 0.321
H -0.4914 -4.2635 -1.8937 -0.210
H -2.3904 -5.7263 -3.3941 0.312
H -2.5250 -5.7802 -1.6583 0.411
H -2.3919 -7.7834 -2.3259 0.310
H 0.0251 -5.8654 -4.0886 0.249
```

---

Energy above the most stable structure, in kcal/mol: #w 0.0; #x 77.4

---

#w
Molecular formula: C6H13OP
Method: DFT, wB97M-V/def2-TZVPD

E_LUMO (alpha / beta) = -0.3 / 0.3 eV

XYZ file:
```
21
Properties=species:S:1:pos:R:3:mulliken_charge:R:1
C -0.8857 0.1894 -1.8696 -1.168
C 1.1464 1.0360 0.3182 0.562
C 2.0810 1.3562 -0.7611 -1.045
C -2.4941 1.1855 0.7719 -0.980
C 1.6133 -2.0657 0.8164 -1.035
C -1.4840 0.0283 0.9543 -0.525
O 1.1374 1.3916 1.4269 -0.463
P -0.2564 -0.1863 -0.3338 0.534
H -1.9200 -0.2064 -2.0124 0.321
H -0.2461 -0.2497 -2.6283 0.343
H 2.7059 2.2341 -0.6875 0.377
H 2.8480 0.4903 -0.8523 0.234
H 1.5068 1.3653 -1.6990 0.309
H -3.4280 0.9231 1.4297 0.291
H -2.0555 2.1651 0.9758 0.293
H -2.5771 1.3168 -0.3620 0.233
H 2.2372 -1.2468 0.8377 0.330
H 1.1150 -2.2989 1.7176 0.345
H 1.9448 -2.7836 0.0824 0.332
H -2.1376 -0.9203 1.0322 0.399
H -0.9975 0.1508 1.9533 0.312
```

---

#x
Molecular formula: C6H13OP
Method: DFT, wB97M-V/def2-TZVPD

E_LUMO = 1.0 eV
SMILES = CCC(=O)P(C)CC

XYZ file:
```
21
Properties=species:S:1:pos:R:3:mulliken_charge:R:1
C 0.8551 -0.9983 -2.7185 -1.026
C -0.9323 -0.7419 -0.8576 0.574
C 0.1477 -1.6558 -1.4768 -0.421
C 1.1357 1.2961 2.2310 -1.283
C -1.9838 1.2985 0.8921 -0.914
C 0.6785 0.2450 1.1660 -0.473
O -2.0564 -1.1286 -0.8176 -0.530
P -0.4385 0.8499 -0.1848 0.027
H 1.6867 -1.6710 -3.1298 0.311
H 1.4167 -0.1311 -2.3165 0.294
H 0.9161 -1.6609 -0.6753 0.203
H -0.3544 -2.6133 -1.7624 0.309
H 0.2610 -0.8433 -3.6131 0.321
H 1.3813 0.7709 3.1084 0.376
H 1.9744 1.7912 1.8170 0.331
H 0.3294 1.8672 2.5563 0.381
H -1.7633 2.4083 1.4059 0.243
H -2.9848 1.2675 0.3725 0.352
H -2.0540 0.5277 1.7374 0.267
H 0.1405 -0.7060 1.5451 0.414
H 1.6445 -0.1722 0.7210 0.245
```

---

Energy above the most stable structure, in kcal/mol: #w 81.6; #x 0.0

---

#w
Molecular formula: C12H19N3O2S2Ta
Method: DFT, wB97M-V/def2-TZVPD

E_LUMO = -12.4 eV
total charge = +3

XYZ file:
```
39
Properties=species:S:1:pos:R:3:mulliken_charge:R:1
Ta 1.0586 0.5888 0.8859 1.298
N 1.1654 1.9052 2.8146 -0.602
C 0.7303 1.1839 4.0876 -0.685
C -0.5381 0.3341 3.9734 -0.462
C -0.3334 -1.0140 3.3772 0.560
O -0.4690 -2.1189 3.6084 -0.188
O 0.3956 -0.7304 1.8724 -0.350
H 2.0906 2.2859 3.0383 0.369
H 0.5996 2.7501 2.7061 0.370
H 0.5729 1.9447 4.8508 0.457
H 1.5728 0.5731 4.4109 0.433
H -1.3294 0.8334 3.4062 0.301
H -0.9251 0.1498 4.9791 0.368
C -1.0817 3.0797 -3.5785 -0.943
N -0.7692 2.8686 -2.1435 -0.148
C -1.3108 2.0343 -1.2897 0.501
S -0.6985 2.1662 0.4070 -0.354
N -2.2897 1.1847 -1.4874 -0.109
C -3.1776 1.0405 -2.6684 -1.000
H -0.3641 3.8050 -3.9493 0.362
H -2.0823 3.4834 -3.7000 0.349
H -0.9568 2.1539 -4.1314 0.339
H -0.0784 3.4980 -1.7612 0.311
H -2.5716 0.6555 -0.6759 0.292
H -2.6176 0.7174 -3.5396 0.345
H -3.7035 1.9717 -2.8584 0.368
H -3.9050 0.2746 -2.4182 0.363
S 1.1520 -0.1091 -1.2635 -0.007
C 1.4656 -1.8797 -0.9444 0.596
C 0.4130 -2.7804 -0.9508 -0.324
C 0.7281 -4.1264 -0.8356 -0.570
C 2.0545 -4.5316 -0.7151 -0.499
C 3.0825 -3.6022 -0.7090 -0.585
C 2.8013 -2.2437 -0.8175 -0.299
H -0.6149 -2.4608 -1.0537 0.406
H -0.0651 -4.8616 -0.8478 0.431
H 2.2860 -5.5842 -0.6253 0.439
H 4.1115 -3.9241 -0.6228 0.424
H 3.6017 -1.5154 -0.8310 0.444
```

---

#x
Molecular formula: C12H19N3O2S2Ta
Method: DFT, wB97M-V/def2-TZVPD

E_LUMO (alpha / beta) = -12.8 / -12.8 eV
total charge = +3

XYZ file:
```
39
Properties=species:S:1:pos:R:3:mulliken_charge:R:1
Ta -0.4776 0.0253 -0.5706 1.039
N -1.0978 1.4648 -2.1592 -0.609
C -2.1438 0.9371 -3.1483 -0.577
C -3.3858 0.3232 -2.4214 -0.508
C -2.7268 -0.2382 -1.2178 0.865
O -1.8227 -1.1937 -1.3647 -0.479
O -2.5587 0.4546 -0.1740 -0.328
H -1.4623 2.3009 -1.6907 0.367
H -0.3109 1.7937 -2.7261 0.410
H -1.6505 0.1672 -3.7378 0.347
H -2.4348 1.7618 -3.7960 0.440
H -3.8541 -0.4196 -3.0642 0.349
H -4.0948 1.0924 -2.1218 0.372
C 5.0324 -1.1573 0.0616 -0.962
N 3.7663 -0.5430 -0.4107 -0.187
C 2.8365 -1.0484 -1.1801 0.850
S 1.5765 0.1369 -1.7347 -0.448
N 2.7371 -2.2644 -1.6634 -0.198
C 3.6630 -3.4136 -1.5082 -0.925
H 5.5860 -0.3705 0.5647 0.355
H 5.6179 -1.5139 -0.7804 0.365
H 4.8304 -1.9520 0.7736 0.359
H 3.6539 0.4346 -0.1798 0.278
H 1.9879 -2.4066 -2.3257 0.274
H 3.8833 -3.5863 -0.4605 0.337
H 4.5702 -3.2516 -2.0843 0.362
H 3.1434 -4.2832 -1.8994 0.349
S 0.0718 1.3366 1.2123 -0.046
C -1.2159 1.3530 2.4309 0.918
C -1.5019 0.1775 3.1225 -0.186
C -2.4240 0.2308 4.1562 -0.648
C -3.0398 1.4333 4.4709 -0.456
C -2.7427 2.5959 3.7687 -0.590
C -1.8145 2.5697 2.7413 -0.509
H -0.9989 -0.7499 2.8750 0.320
H -2.6590 -0.6597 4.7226 0.425
H -3.7575 1.4677 5.2794 0.433
H -3.2275 3.5240 4.0386 0.427
H -1.5544 3.4712 2.2018 0.414
```

---

Energy above the most stable structure, in kcal/mol: #w 6.6; #x 0.0

---

#w
Molecular formula: CH10N3O2
Method: DFT, wB97M-V/def2-TZVPD

E_LUMO = -2.9 eV
total charge = +1

XYZ file:
```
16
Properties=species:S:1:pos:R:3:mulliken_charge:R:1
N 0.0246 0.2080 -0.7122 -0.311
C -0.5345 1.2207 0.0375 0.467
N -1.1246 1.0286 1.1843 -0.226
N -0.2480 2.4551 -0.3825 -0.369
H 0.7318 -0.5398 -0.7562 0.361
H -0.2400 0.3906 -1.6698 0.195
H -1.2418 1.8089 1.8153 0.241
H -1.1832 0.1136 1.6003 0.256
H -0.1501 2.7049 -1.3588 0.237
H -0.4100 3.2680 0.1938 0.201
H -0.2153 -2.0470 0.4095 0.310
H -1.0137 -2.5201 1.6388 0.343
O -0.4403 -1.7866 1.3153 -0.677
H 1.9207 -2.1567 -1.8715 0.322
H 2.2535 -2.4186 -0.4416 0.328
O 1.8707 -1.7298 -1.0023 -0.678
```

---

#x
Molecular formula: CH10N3O2
Method: DFT, wB97M-V/def2-TZVPD

E_LUMO = -3.5 eV
total charge = +1

XYZ file:
```
16
Properties=species:S:1:pos:R:3:mulliken_charge:R:1
N 0.6228 -0.5364 0.7587 -0.376
C 1.1188 -1.5670 -0.0781 0.579
N 2.2140 -1.3561 -0.8263 -0.437
N 0.5341 -2.7921 -0.0845 -0.441
H 0.4468 0.3128 0.2555 0.290
H -0.0811 -0.7956 1.5677 0.282
H 1.8361 -1.6053 -1.6884 0.268
H 2.6212 -0.5025 -0.9619 0.256
H -0.0680 -3.1117 0.7461 0.304
H 1.1899 -3.5708 -0.3680 0.304
H -0.9139 2.4905 -0.6156 0.332
H -1.0134 1.1409 -1.3623 0.327
O -0.4581 1.6131 -0.6778 -0.701
H -2.4258 4.0596 0.9434 0.316
H -2.9819 3.0557 1.6655 0.321
O -2.6415 3.1650 0.7260 -0.623
```

---

Energy above the most stable structure, in kcal/mol: #w 0.0; #x 16.0